(1)
Molecular formula: C50H49N9O7PSbSn
Method: DFT, wB97M-V/def2-TZVPD

Computed properties:
ΔE to the lowest compared entry with this formula, charge and spin   72.67 kJ/mol
LUMO   0.1417 Ha
E   -3750.39021 Ha
E_HOMO   -2.31 eV
HOMO-LUMO gap   6.168 eV

Geometry as ORCA input:
```
! RIJCOSX wB97M-V def2-TZVPD def2/J DEFGRID3
* xyz -2 1
Sn -0.633 -0.304 0.736
O -1.484 -2.250 4.759
C -1.258 -1.979 3.572
N -1.228 -0.786 2.974
C -1.470 0.390 3.694
C -1.086 0.558 5.023
C -1.326 1.745 5.695
C -1.948 2.792 5.038
C -2.330 2.647 3.713
C -2.107 1.457 3.014
N -2.473 1.227 1.685
C -3.325 2.021 1.047
O -3.907 3.054 1.444
C -3.664 1.609 -0.380
C -4.653 2.354 -1.032
C -4.986 2.064 -2.339
C -4.295 1.047 -2.981
C -3.325 0.369 -2.264
N -3.029 0.615 -0.993
C -1.020 -3.147 2.637
C -0.610 -4.358 3.193
C -0.382 -5.442 2.369
C -0.593 -5.285 1.006
C -1.021 -4.055 0.547
N -1.241 -3.005 1.333
H -0.614 -0.269 5.531
H -1.010 1.850 6.727
H -2.150 3.726 5.554
H -2.808 3.465 3.201
H -5.128 3.150 -0.477
H -5.763 2.616 -2.855
H -4.497 0.784 -4.011
H -2.752 -0.420 -2.737
H -0.475 -4.397 4.265
H -0.033 -6.384 2.771
H -0.405 -6.097 0.317
H -1.199 -3.899 -0.510
O 2.120 1.468 -1.527
C 1.157 0.923 -1.236
N 2.817 -6.326 0.984
C 2.706 -5.165 0.988
N 2.728 -3.876 1.059
C 1.956 -2.935 0.693
N 1.352 -1.984 0.368
C 2.553 5.390 3.001
C 1.126 4.882 3.221
C 0.136 5.680 2.366
C 0.750 5.009 4.700
O 1.002 3.496 2.912
P 1.556 2.814 1.535
O 1.572 3.793 0.430
O 0.765 1.533 1.459
O 3.103 2.484 1.882
C 3.563 1.407 2.712
C 3.612 0.120 1.891
C 4.977 1.817 3.135
C 2.685 1.210 3.948
H 2.637 6.427 3.332
H 2.807 5.311 1.945
H 3.254 4.773 3.565
H 0.180 6.745 2.608
H -0.870 5.299 2.550
H 0.385 5.523 1.318
H 0.529 6.048 4.950
H 1.564 4.660 5.338
H -0.123 4.388 4.888
H 4.224 0.276 1.001
H 2.607 -0.146 1.573
H 4.032 -0.701 2.473
H 5.588 1.969 2.245
H 5.436 1.048 3.757
H 4.942 2.758 3.686
H 1.672 0.955 3.642
H 2.628 2.132 4.526
H 3.084 0.410 4.574
N -1.604 4.071 -1.344
C -1.462 4.017 -2.709
C -0.706 2.909 -2.954
N -0.403 2.295 -1.769
C -0.945 3.020 -0.824
H -2.136 4.736 -0.809
H -1.889 4.753 -3.366
H -0.365 2.503 -3.891
H -0.881 2.812 0.224
C 0.973 0.088 -7.115
C 2.000 -0.102 -6.203
C 1.736 -0.658 -4.960
C 0.446 -1.043 -4.604
C -0.579 -0.826 -5.521
C -0.321 -0.276 -6.769
Sb 0.032 -1.701 -2.553
C 1.439 -3.342 -2.620
C 2.784 -3.057 -2.404
C 3.719 -4.076 -2.312
C 3.321 -5.400 -2.423
C 1.981 -5.696 -2.616
C 1.046 -4.673 -2.704
C -1.647 -2.944 -3.217
C -1.662 -3.683 -4.398
C -2.761 -4.460 -4.736
C -3.864 -4.512 -3.895
C -3.863 -3.781 -2.717
C -2.763 -3.002 -2.386
H 1.175 0.524 -8.086
H 3.010 0.191 -6.463
H 2.545 -0.789 -4.252
H -1.596 -1.095 -5.259
H -1.131 -0.124 -7.472
H 3.097 -2.027 -2.268
H 4.760 -3.840 -2.134
H 4.045 -6.199 -2.332
H 1.659 -6.728 -2.683
H -0.002 -4.921 -2.822
H -0.804 -3.650 -5.060
H -2.757 -5.031 -5.657
H -4.721 -5.122 -4.156
H -4.718 -3.815 -2.052
H -2.772 -2.430 -1.463
*
```

Here are the Löwdin charges for atoms 1 to 8, given in e:
1. Sn 1.295
2. O -0.005
3. C -0.489
4. N -0.019
5. C -0.241
6. C -0.034
7. C -0.113
8. C -0.142

(2)
Molecular formula: C9H16Cl6INO3
Method: DFT, wB97M-V/def2-TZVPD

Computed properties:
LUMO   -0.0361 Ha
E   -3691.78151 Ha
E_HOMO   -9.13 eV
HOMO-LUMO gap   8.146 eV

Geometry as ORCA input:
```
! RIJCOSX wB97M-V def2-TZVPD def2/J DEFGRID3
* xyz 0 1
N -2.612 1.989 -2.264
C -2.084 1.302 -3.162
C -0.585 1.100 -3.362
O -0.136 -0.256 -3.263
C -0.557 -0.923 -2.170
O -1.523 -1.540 -2.134
O 0.287 -0.939 -1.086
I -0.068 0.547 0.226
H -1.866 2.381 -1.678
H -2.739 0.820 -3.892
H -0.367 1.413 -4.388
H -0.026 1.790 -2.718
Cl 4.698 -2.041 -2.069
C 3.760 -3.546 -2.238
C 2.787 -3.739 -1.100
Cl 3.615 -4.075 0.442
H 4.462 -4.374 -2.310
H 3.215 -3.476 -3.178
H 2.144 -4.593 -1.308
H 2.157 -2.862 -0.960
Cl -1.697 -1.341 2.224
C -3.402 -1.202 2.730
C -4.338 -1.179 1.549
Cl -4.179 0.315 0.595
H -3.501 -0.305 3.337
H -3.621 -2.065 3.358
H -5.370 -1.226 1.897
H -4.161 -2.022 0.884
Cl 1.690 5.306 1.859
C 1.928 4.500 3.429
C 2.157 3.017 3.277
Cl 0.691 2.166 2.722
H 1.059 4.708 4.050
H 2.800 4.959 3.894
H 2.427 2.583 4.238
H 2.956 2.806 2.570
*
```

Here are the Löwdin charges for atoms 1 to 8, given in e:
1. N 0.113
2. C -0.237
3. C -0.169
4. O 0.009
5. C -0.779
6. O 0.200
7. O -0.542
8. I 1.055

(3)
Molecular formula: C3H12N2O2
Method: DFT, wB97M-V/def2-TZVPD

Computed properties:
ΔE to the lowest compared entry with this formula, charge and spin   188.95 kJ/mol
LUMO   0.0271 Ha
E   -381.44295 Ha
E_HOMO   -8.42 eV
HOMO-LUMO gap   9.154 eV

Geometry as ORCA input:
```
! RIJCOSX wB97M-V def2-TZVPD def2/J DEFGRID3
* xyz 0 1
C 0.118 -3.279 -1.486
C -0.843 -2.519 -0.492
N -0.624 1.206 -0.822
C -0.280 -0.144 -0.731
N -1.092 -1.091 -0.727
H 0.562 -2.581 -2.188
H -0.430 -4.111 -1.909
H 0.877 -3.656 -0.796
H -0.549 -2.654 0.538
H -1.845 -2.897 -0.702
H -1.025 1.732 -0.067
H 0.164 1.681 -1.237
H 0.828 -0.250 -0.737
H 4.408 3.189 1.304
H 3.434 2.617 2.256
O 3.609 2.660 1.313
H -2.634 2.135 1.777
H -1.722 1.403 2.657
O -1.710 2.064 1.964
*
```

Here are the Löwdin charges for atoms 1 to 8, given in e:
1. C -0.081
2. C -0.265
3. N 0.057
4. C -0.333
5. N 0.008
6. H 0.059
7. H 0.056
8. H 0.056

(4)
Molecular formula: C4H10N2
Method: DFT, wB97M-V/def2-TZVPD

Computed properties:
ΔE to the lowest compared entry with this formula, charge and spin   247.00 kJ/mol
LUMO   0.0414 Ha
E   -267.83125 Ha
E_HOMO   -8.29 eV
HOMO-LUMO gap   9.415 eV

Geometry as ORCA input:
```
! RIJCOSX wB97M-V def2-TZVPD def2/J DEFGRID3
* xyz 0 1
C 1.420 -0.187 -1.102
C -0.011 -0.633 -1.024
C -0.940 -0.017 -0.012
C -1.142 -0.522 1.223
N -1.659 0.159 2.315
N 1.886 1.239 -0.898
H 1.979 -0.833 -0.271
H 1.805 -0.336 -2.145
H 0.183 -1.751 -0.720
H -0.352 -0.714 -1.997
H -1.327 0.963 -0.325
H -1.261 -1.609 1.232
H -2.410 0.745 2.037
H -1.255 0.105 3.248
H 1.400 1.836 -1.553
H 1.685 1.556 -0.009
*
```

Here are the Löwdin charges for atoms 1 to 8, given in e:
1. C -0.284
2. C -0.257
3. C -0.115
4. C -0.238
5. N 0.013
6. N -0.008
7. H 0.140
8. H 0.111

(5)
Molecular formula: C29H25CdF5GeOSe2
Method: DFT, wB97M-V/def2-TZVPD

Computed properties:
LUMO   0.1583 Ha
E   -8741.99636 Ha
E_HOMO   0.19 eV
HOMO-LUMO gap   4.113 eV

Geometry as ORCA input:
```
! RIJCOSX wB97M-V def2-TZVPD def2/J DEFGRID3
* xyz -2 1
Cd -1.605 -0.797 0.017
C -0.705 -4.608 3.050
Se -0.802 -2.670 3.203
C 0.925 -2.197 2.419
C 1.194 -2.885 1.098
Se 2.618 -1.972 0.122
C 3.990 -3.330 0.569
H 0.167 -4.999 3.572
H -0.682 -4.908 2.005
H -1.609 -5.004 3.511
H 1.720 -2.379 3.143
H 0.819 -1.126 2.213
H 0.322 -2.826 0.453
H 1.494 -3.929 1.215
H 3.744 -4.301 0.137
H 4.105 -3.428 1.649
H 4.934 -2.984 0.147
F -5.202 -5.066 4.357
C -4.737 -4.353 3.306
C -4.323 -4.986 2.148
F -4.373 -6.333 2.082
C -3.860 -4.257 1.073
F -3.449 -4.933 -0.018
C -3.771 -2.845 1.073
O -3.330 -2.185 0.065
C -4.218 -2.247 2.274
F -4.160 -0.910 2.385
C -4.679 -2.971 3.353
F -5.080 -2.338 4.472
C 0.256 -0.012 0.180
Ge 0.484 1.524 -0.855
C 0.889 1.418 -2.838
C -0.123 1.031 -3.719
C 0.101 0.892 -5.082
C 1.368 1.128 -5.606
C 2.394 1.502 -4.751
C 2.151 1.647 -3.387
C 2.123 2.492 -0.209
C 2.517 3.754 -0.653
C 3.658 4.379 -0.159
C 4.437 3.742 0.799
C 4.060 2.485 1.258
C 2.914 1.874 0.762
C -0.843 3.050 -0.910
C -0.916 3.983 -1.944
C -1.830 5.032 -1.919
C -2.698 5.172 -0.844
C -2.643 4.252 0.197
C -1.729 3.207 0.157
H -1.113 0.820 -3.321
H -0.710 0.591 -5.737
H 1.552 1.014 -6.669
H 3.390 1.682 -5.144
H 2.968 1.943 -2.737
H 1.920 4.268 -1.401
H 3.939 5.363 -0.520
H 5.329 4.223 1.187
H 4.659 1.980 2.008
H 2.605 0.899 1.125
H -0.253 3.884 -2.799
H -1.869 5.738 -2.742
H -3.414 5.986 -0.820
H -3.321 4.346 1.040
H -1.700 2.477 0.962
*
```

Here are the Löwdin charges for atoms 1 to 8, given in e:
1. Cd 1.118
2. C -0.427
3. Se 0.874
4. C -0.628
5. C -0.634
6. Se 0.863
7. C -0.466
8. H 0.013

Molecular weight, record by record: 1159.44; 525.85; 108.14; 86.14; 827.45 g/mol